Record 1
106
Properties=species:S:1:pos:R:3 method="wB97M-V/def2-TZVPD" e_tot_ha=-9100.78591 multiplicity=1 homo_ha="-0.0449 / -0.0251" e_lumo_ev="3.74 / 3.50" de_lowest_kcal_mol=0.0 total_charge=-2
Cs -0.602 0.753 -0.007
C -5.325 -3.873 -5.076
C -5.914 -3.129 -3.867
C -7.255 -2.502 -4.276
C -6.196 -4.160 -2.773
C -4.951 -2.039 -3.398
C -4.417 -2.002 -2.117
C -3.541 -0.999 -1.692
N -2.886 -1.073 -0.477
C -3.451 -1.474 0.656
C -4.862 -1.471 0.876
C -5.415 -1.810 2.081
C -4.543 -2.214 3.122
C -3.176 -2.265 2.992
C -2.547 -1.902 1.739
O -1.303 -2.000 1.526
C -2.267 -2.758 4.123
C -1.508 -4.013 3.649
C -3.056 -3.150 5.374
C -1.270 -1.664 4.524
C -6.916 -1.745 2.358
C -7.710 -1.317 1.123
C -7.430 -3.125 2.793
C -7.193 -0.732 3.478
C -3.131 0.047 -2.601
O -2.315 0.957 -2.222
C -3.688 -0.002 -3.922
C -4.569 -1.019 -4.271
C -3.277 1.073 -4.935
C -3.677 2.460 -4.413
C -3.947 0.883 -6.303
C -1.757 1.023 -5.155
H -6.009 -4.655 -5.425
H -4.375 -4.338 -4.804
H -5.136 -3.188 -5.903
H -7.953 -3.271 -4.626
H -7.124 -1.771 -5.075
H -7.704 -1.986 -3.425
H -6.888 -4.919 -3.149
H -6.646 -3.694 -1.894
H -5.282 -4.664 -2.452
H -4.636 -2.788 -1.404
H -5.475 -1.124 0.056
H -4.986 -2.481 4.074
H -2.219 -4.813 3.427
H -0.828 -4.362 4.434
H -0.935 -3.776 2.754
H -3.725 -3.991 5.169
H -3.654 -2.323 5.765
H -2.358 -3.456 6.159
H -0.598 -1.425 3.704
H -0.684 -1.980 5.394
H -1.810 -0.755 4.797
H -7.555 -2.007 0.291
H -7.422 -0.319 0.788
H -8.778 -1.302 1.360
H -7.261 -3.858 2.001
H -8.504 -3.087 3.008
H -6.917 -3.478 3.689
H -6.841 0.259 3.188
H -6.678 -1.010 4.400
H -8.266 -0.673 3.691
H -4.976 -1.029 -5.276
H -4.765 2.523 -4.323
H -3.343 3.235 -5.113
H -3.230 2.630 -3.435
H -5.036 0.941 -6.220
H -3.690 -0.075 -6.761
H -3.614 1.674 -6.981
H -1.251 1.155 -4.199
H -1.438 1.810 -5.847
H -1.478 0.055 -5.583
Br 3.718 0.493 1.362
C 3.337 -1.333 0.844
Br 1.535 -1.875 1.216
H 4.023 -1.967 1.390
H 3.503 -1.391 -0.225
C 2.063 2.076 -4.948
Ge 2.987 0.608 -4.036
C 4.895 1.055 -3.904
C 2.740 -1.032 -5.092
C 2.301 0.299 -2.265
H 2.492 2.222 -5.941
H 2.176 2.987 -4.361
H 1.000 1.861 -5.050
H 5.305 1.296 -4.887
H 5.468 0.231 -3.479
H 5.009 1.925 -3.257
H 3.216 -0.933 -6.070
H 1.677 -1.218 -5.246
H 3.167 -1.899 -4.585
H 1.432 -0.334 -2.134
H 2.644 0.867 -1.409
C 0.064 4.486 -0.673
C 1.291 4.031 -1.313
N 2.272 3.716 -1.823
H -0.803 4.184 -1.260
H 0.119 5.572 -0.604
H -0.035 4.095 0.353
C -2.531 1.800 3.131
O -2.043 3.065 2.697
C -0.640 3.167 2.381
O -0.032 2.107 2.505
H -3.524 1.976 3.550
H -1.881 1.359 3.888
H -2.638 1.078 2.314

Record 2
91
Properties=species:S:1:pos:R:3 method="wB97M-V/def2-TZVPD" e_tot_ha=-2337.38732 multiplicity=1 homo_ha=-0.3603 e_lumo_ev=-0.71 de_lowest_kcal_mol=89.9
C 8.558 26.213 13.460
C 9.129 27.490 13.041
C 9.953 27.458 11.757
C 10.497 28.814 11.379
N 11.029 28.877 9.909
C 11.682 30.236 9.760
C 11.602 30.608 8.315
C 10.567 29.644 7.569
C 9.988 29.113 8.923
C 12.063 27.815 9.628
C 13.271 27.594 10.526
C 14.177 26.348 10.139
H 8.123 25.704 12.549
H 7.742 26.425 14.144
H 9.294 25.531 13.924
H 9.832 27.440 13.922
H 8.350 28.093 13.140
H 9.205 27.196 10.948
H 10.589 26.552 11.732
H 11.079 29.225 12.096
H 9.742 29.614 11.616
H 12.785 30.178 10.039
H 11.297 31.044 10.235
H 12.522 30.331 7.570
H 11.391 31.579 8.083
H 10.860 28.745 7.126
H 9.783 30.179 6.893
H 9.282 28.229 8.518
H 9.266 29.571 9.257
H 12.412 27.936 8.595
H 11.453 26.972 9.606
H 12.708 27.496 11.448
H 13.731 28.636 10.442
H 15.196 26.264 10.784
H 14.411 26.298 9.132
H 13.780 25.453 10.153
O 12.878 32.559 11.807
C 13.799 32.765 11.039
O 13.718 32.948 9.820
B 14.916 33.629 9.350
O 15.820 33.648 10.545
C 15.123 33.134 11.469
O 15.653 32.818 12.500
O 14.566 34.964 8.902
C 14.841 35.002 7.639
O 14.851 36.124 7.253
C 15.664 33.868 7.277
O 15.589 33.052 8.191
O 16.292 33.760 6.284
O 10.387 33.337 11.907
H 11.230 33.238 12.302
H 10.416 34.208 11.778
O 14.721 36.202 13.473
H 14.702 35.260 13.893
H 14.934 36.936 13.909
O 15.222 34.075 15.049
H 15.396 33.372 14.375
H 16.014 34.035 15.631
O 15.748 37.310 11.035
H 15.648 37.208 10.048
H 15.261 36.870 11.756
O 13.675 37.586 4.967
H 14.136 36.990 5.525
H 13.820 38.391 5.312
O 12.167 34.335 14.801
H 12.436 34.833 15.458
H 13.088 34.043 14.353
O 18.535 35.783 8.161
H 19.387 35.831 8.020
H 18.284 34.878 7.639
O 17.616 35.440 12.515
H 16.860 35.422 13.163
H 17.493 35.798 11.688
O 17.451 36.990 5.454
H 18.211 37.666 5.465
H 17.233 36.789 6.312
O 16.905 34.163 3.691
H 16.869 34.081 4.544
H 16.071 33.901 3.369
O 11.663 34.418 6.671
H 12.616 33.951 6.456
H 11.535 34.310 7.572
O 13.434 38.095 8.657
H 13.923 37.406 8.182
H 12.811 38.251 8.055
O 18.828 33.261 10.400
H 18.016 33.764 10.623
H 18.597 32.298 10.400
O 17.250 31.381 15.003
H 16.544 30.970 15.229
H 17.181 31.198 14.001

Record 3
23
Properties=species:S:1:pos:R:3 method="wB97M-V/def2-TZVPD" e_tot_ha=-1459.63767 multiplicity=8 homo_ha="-0.5901 / -0.5877" e_lumo_ev="-9.90 / -9.57" s2=16.791 total_charge=+2
C 2.245 0.574 1.076
C 2.236 -0.568 0.087
F 3.192 -0.329 -0.893
C 0.972 -0.730 -0.746
P -0.533 -1.536 0.302
C -1.514 0.467 0.541
C -1.904 1.067 -0.646
N -1.477 2.234 -1.115
H 3.052 0.451 1.793
H 2.404 1.507 0.537
H 1.312 0.638 1.634
H 2.498 -1.518 0.559
H 1.125 -1.476 -1.525
H 0.630 0.203 -1.190
H -1.294 -1.722 -0.909
H 0.068 -2.819 0.223
H 0.133 -1.195 1.542
H -1.640 -2.078 1.068
H -0.837 1.116 1.093
H -2.351 0.157 1.164
H -2.624 0.479 -1.259
H -1.764 2.419 -2.086
Gd -3.930 2.658 -1.250

Record 4
55
Properties=species:S:1:pos:R:3 method="wB97M-V/def2-TZVPD" e_tot_ha=-4448.46627 multiplicity=1 homo_ha=-0.4647 e_lumo_ev=-7.31 de_lowest_kcal_mol=0.0 total_charge=+2
Zn 15.280 -16.953 -4.152
N 11.977 -18.986 -7.136
H 11.896 -17.981 -7.198
H 11.225 -19.128 -6.477
H 12.793 -19.315 -6.640
H 11.867 -19.293 -8.092
N 16.002 -19.105 -7.969
H 16.900 -18.801 -7.621
H 15.754 -19.902 -7.399
H 16.153 -19.444 -8.908
H 15.297 -18.389 -7.872
N 16.728 -20.471 -3.252
H 17.155 -19.855 -3.928
H 16.850 -21.409 -3.606
H 15.722 -20.409 -3.312
H 16.984 -20.423 -2.276
N 9.780 -20.787 -3.730
H 10.693 -21.220 -3.716
H 9.732 -20.303 -4.615
H 9.608 -20.123 -2.988
H 9.034 -21.461 -3.641
N 14.126 -23.573 -3.435
H 13.770 -22.631 -3.513
H 13.622 -24.257 -3.980
H 14.105 -23.811 -2.454
H 15.118 -23.589 -3.629
N 12.011 -19.026 -1.458
H 11.409 -18.220 -1.369
H 11.584 -19.701 -0.839
H 12.996 -19.057 -1.237
H 12.095 -19.449 -2.371
S 13.766 -19.944 -4.551
O 13.574 -20.432 -5.924
O 14.402 -21.074 -3.864
O 14.601 -18.762 -4.506
O 12.445 -19.710 -3.924
S 15.203 -17.541 -1.597
O 16.299 -17.623 -2.546
O 14.828 -18.851 -1.094
O 15.532 -16.714 -0.489
O 14.194 -16.968 -2.405
S 13.667 -16.170 -6.743
O 14.626 -17.005 -7.464
O 13.919 -16.399 -5.307
O 13.936 -14.780 -7.070
O 12.342 -16.456 -7.239
O 11.525 -17.303 -3.795
H 11.857 -18.199 -3.856
H 12.150 -16.781 -4.299
O 12.754 -22.830 -6.745
H 13.614 -23.057 -7.098
H 12.802 -21.887 -6.585
O 16.311 -21.195 -6.134
H 16.891 -21.878 -5.794
H 15.446 -21.423 -5.792

Record 5
11
Properties=species:S:1:pos:R:3 method="wB97M-V/def2-TZVPD" e_tot_ha=-305.48951 multiplicity=1 homo_ha=-0.3755 e_lumo_ev=0.71 smiles="CC(=O)O.O" de_lowest_kcal_mol=39.6
C 0.924 -0.788 -0.201
C 0.960 0.065 0.915
O 0.486 0.111 2.067
O 1.913 1.040 0.597
H -0.118 -1.037 -0.516
H 1.592 -1.578 0.292
H 1.584 -0.518 -1.105
H 2.307 1.643 1.365
O -2.902 0.198 -0.963
H -3.087 0.463 -1.910
H -3.659 0.402 -0.542